C16H26N4O3S as an isolated structure, computed with ωB97M-V/def2-TZVPD.

Each line ends with the Mulliken charge.
CARTESIAN COORDINATES (ANGSTROEM)
C (-1.4190, 5.5706, 2.6417)  -1.12
H (-1.1265, 5.5189, 1.6218)  0.35
C (-0.5609, 4.9585, 3.5631)  -0.24
C (-0.5839, 3.3422, 3.3863)  -0.55
C (0.1927, 2.8400, 2.0263)  -0.94
C (-0.2507, 1.1815, 1.8361)  -1.19
C (0.3049, 0.1533, 2.9937)  -0.40
C (1.7512, 0.6398, 3.0104)  0.19
O (2.2394, 1.1957, 3.9297)  -0.64
N (2.5733, 0.0591, 2.1708)  -0.42
N (1.8845, -0.6910, 1.0034)  -0.04
C (2.8500, -1.1238, 0.0540)  -0.03
C (2.6564, -1.8687, -0.8985)  -0.15
C (1.0146, -2.2129, -1.0770)  0.72
N (0.7491, -2.8969, -2.2241)  -0.04
C (1.5617, -3.5720, -3.0482)  0.49
S (1.2375, -4.3432, -4.2951)  -0.48
N (2.9080, -3.2265, -2.8455)  -0.25
C (3.3577, -2.2574, -1.8379)  0.12
O (4.5485, -2.3000, -1.7495)  -0.66
H (3.5738, -3.4547, -3.6735)  0.30
C (-0.8721, -3.4115, -2.3153)  -1.46
C (-1.5474, -2.1665, -3.1178)  -0.18
C (-3.0103, -2.6077, -3.2548)  -1.06
C (-3.6667, -1.1692, -4.3233)  -0.90
H (-3.5405, -0.3383, -3.5717)  0.24
H (-2.9714, -1.3182, -5.0418)  0.43
H (-4.7915, -1.5223, -4.2875)  0.29
H (-3.3855, -2.6817, -2.3027)  0.45
H (-3.0007, -3.4493, -3.7334)  0.50
H (-1.0229, -2.0111, -4.1483)  0.31
H (-1.2344, -1.1332, -2.6984)  0.30
H (-1.2228, -3.2963, -1.2831)  0.33
H (-0.7012, -4.2328, -2.8050)  0.78
O (0.2309, -1.8449, -0.2625)  -0.35
H (0.4138, -1.2316, 0.4560)  0.50
H (4.0262, -0.8361, 0.1904)  0.24
H (3.4191, 0.0063, 2.3954)  0.05
H (-0.2939, 0.5624, 3.8473)  0.38
H (-0.0931, -0.8009, 2.5922)  0.46
H (0.1179, 0.9147, 1.0355)  1.02
H (-1.5430, 0.8785, 1.7932)  0.13
H (-0.4015, 3.2172, 1.1691)  0.36
H (1.1777, 2.8371, 2.0880)  0.61
H (-1.7031, 3.0151, 3.2701)  0.24
H (-0.0500, 2.9271, 4.3165)  0.23
H (0.6444, 5.0912, 3.4325)  0.21
H (-0.6048, 5.1191, 4.6834)  0.31
H (-1.3395, 6.7705, 2.6667)  0.28
H (-2.4963, 5.2000, 2.6212)  0.27

Forces on the atoms, in the same order (eV/Å):
-2.959 5.011 -2.063
0.652 -0.918 -1.016
5.834 -4.633 3.068
0.262 0.382 -0.536
-8.824 -3.233 1.618
-6.006 2.706 8.845
-2.366 4.031 -1.965
-1.782 -4.414 1.128
0.820 3.170 3.092
-10.232 -1.398 -7.261
5.446 0.016 -0.392
3.031 8.496 12.293
-15.812 -2.548 -0.740
9.988 -1.153 -4.693
-6.389 -0.390 3.764
5.964 4.623 3.342
-2.607 -4.486 -5.920
-0.783 0.776 -0.721
6.849 -7.727 -8.519
3.965 1.608 -0.457
-1.479 0.603 2.429
2.110 9.467 1.920
2.155 -0.962 -0.879
1.586 8.881 -0.969
-3.435 -3.455 7.196
0.044 -0.661 -1.360
1.289 0.152 -2.856
2.370 1.169 -1.269
-1.625 0.007 2.064
-0.493 -4.837 -3.080
-0.951 -1.004 1.451
-1.202 -1.811 0.281
0.077 -1.039 -0.387
-0.183 -4.870 -2.430
-6.710 -0.666 0.846
2.177 1.230 1.428
-2.877 -0.390 -0.031
9.114 -0.801 1.632
1.084 -0.986 -0.188
1.182 0.207 0.851
3.479 -2.607 -8.220
3.723 1.627 -0.019
1.297 0.475 0.279
4.448 0.687 -0.151
2.077 0.292 0.528
-1.068 0.194 -1.486
-2.783 0.502 -0.214
-0.846 0.311 -1.355
-0.833 -2.346 0.587
1.223 0.712 0.533

Summary:
Largest force on an atom in eV Å⁻¹: 16.03
LUMO in eV: -0.59
ΔE to the lowest compared entry with this formula, charge and spin in kcal/mol: 367.4
HOMO in eV: -8.0550
Kohn-Sham gap in eV: 7.4651

***

An isolated ion of composition C16H26N4O6P and charge +1, computed with ωB97M-V/def2-TZVPD.

Each line ends with the Mulliken charge.
CARTESIAN COORDINATES (ANGSTROEM)
C (5.8072, 0.0810, 0.4078)  -0.71
O (4.7935, -0.7047, -0.2133)  -0.42
C (3.5019, -0.2537, 0.1165)  -0.66
C (2.4863, -1.3164, -0.3107)  -0.58
C (1.2261, -1.2873, 0.5877)  0.52
C (0.6196, -2.6771, 0.7539)  -0.45
O (-0.4210, -2.6452, 1.7744)  -0.45
C (-1.6942, -2.7229, 1.2885)  -0.43
O (-2.4296, -3.6031, 1.5896)  -0.45
C (-2.1435, -1.5423, 0.4650)  0.55
C (-2.2401, -0.3155, 1.1417)  0.85
N (-1.8938, -0.1742, 2.4907)  -0.38
C (-2.6743, 0.7940, 0.4176)  -0.06
C (-2.7759, 2.1819, 0.9882)  -1.41
C (-1.6054, 3.0348, 0.4124)  -0.61
C (-0.2411, 2.4263, 0.7432)  -0.05
C (0.9408, 3.3626, 0.4115)  -0.87
N (1.0314, 3.7278, -0.9983)  -0.55
N (-3.0095, 0.6488, -0.8728)  0.19
C (-2.9108, -0.5266, -1.5169)  0.14
O (-3.2974, -0.5168, -2.8502)  -0.39
C (-2.5047, 0.2441, -3.5823)  0.44
N (-1.8653, 0.8052, -4.3562)  -0.35
C (-2.4670, -1.6658, -0.9051)  0.49
P (-2.4205, -3.1773, -2.0437)  0.06
O (-1.0467, -2.8578, -2.8974)  -0.42
O (-2.0078, -4.4441, -1.1062)  -0.42
H (6.6502, 0.2114, -0.2678)  0.27
H (6.1595, -0.4315, 1.3075)  0.27
H (5.4286, 1.0673, 0.6864)  0.31
H (3.2725, 0.6966, -0.3866)  0.27
H (3.4371, -0.0912, 1.2007)  0.47
H (2.1639, -1.1008, -1.3323)  0.31
H (2.9415, -2.3072, -0.3025)  0.44
H (1.4367, -0.8407, 1.5595)  0.47
H (0.4710, -0.6564, 0.1039)  -0.55
H (0.2103, -3.0454, -0.1879)  -0.15
H (1.3743, -3.3584, 1.1413)  0.53
H (-2.6955, -0.1392, 3.1074)  0.27
H (-1.2137, -0.8580, 2.7965)  0.31
H (-2.6730, 2.1312, 2.0676)  0.39
H (-3.7345, 2.6167, 0.7003)  0.41
H (-1.7284, 3.0136, -0.6789)  0.31
H (-1.6900, 4.0702, 0.7374)  0.37
H (-0.0603, 1.4938, 0.1960)  0.01
H (-0.2315, 2.1766, 1.8091)  0.38
H (0.8441, 4.2457, 1.0473)  0.38
H (1.8390, 2.8019, 0.6727)  0.30
H (1.7274, 3.1870, -1.4892)  0.30
H (0.1511, 3.6354, -1.4839)  0.23
H (-3.3439, 1.4651, -1.3783)  0.40
H (-0.4461, -2.2747, -2.4110)  0.37
H (-1.0486, -4.5850, -1.1507)  0.34

Forces on the atoms, in the same order (eV/Å):
0.013 -0.137 0.127
0.015 0.357 -0.154
0.055 -0.529 0.013
-0.552 0.433 0.209
-0.129 -0.166 -0.767
0.433 0.921 0.679
-0.326 -0.159 -0.581
0.288 -0.563 0.421
-0.306 0.274 0.075
0.050 0.278 -0.456
-0.080 -0.517 -0.180
0.000 0.102 -0.234
-0.298 0.658 0.701
0.666 0.064 -0.375
-0.169 -0.846 -0.513
0.247 0.415 0.189
-0.536 -0.663 -0.069
-0.012 0.013 0.162
-0.019 -0.447 0.059
-0.076 0.066 -0.070
0.536 0.507 0.328
-0.383 -0.620 -0.633
0.051 0.233 0.341
0.678 -0.102 0.391
-1.011 -0.891 -0.878
-0.249 0.420 0.897
0.597 0.874 -0.219
-0.092 -0.097 -0.117
-0.017 0.090 0.028
0.039 0.028 -0.042
0.093 0.068 0.089
-0.041 0.009 0.003
0.211 -0.239 -0.101
0.188 0.076 0.101
0.023 -0.211 0.121
0.040 0.126 0.188
0.078 -0.157 0.012
-0.128 -0.203 -0.150
0.087 0.112 0.109
-0.110 -0.056 0.101
-0.229 0.009 0.022
-0.055 0.024 0.186
-0.001 0.375 0.023
-0.008 -0.021 0.123
-0.288 -0.029 -0.030
0.157 0.030 -0.009
0.240 0.081 -0.062
0.149 0.360 0.212
-0.016 -0.001 -0.041
0.034 0.116 -0.090
0.001 -0.006 -0.047
0.271 -0.127 -0.309
-0.108 -0.329 0.218

Summary:
Net charge: +1
Largest force on an atom in eV Å⁻¹: 1.61
LUMO in eV: -4.95
HOMO in eV: -12.0185
Kohn-Sham gap in eV: 7.0663

***

- LUMO of number 1 (C16H26N4O3S)?
  -0.59 eV

***

- The highest largest force on an atom belongs to which entry?
  C16H26N4O3S

***

- Among the records above, which one has the lowest HOMO?
  C16H26N4O6P